(1)
{"formula": "C5H16NO", "method": "wB97M-V/def2-TZVPD", "species": ["N", "H", "C", "C", "C", "O", "H", "H", "C", "H", "H", "H", "H", "H", "H", "H", "H", "H", "H", "H", "H", "H", "C"], "xyz": [[-0.568150, -1.363899, -1.211460], [0.419592, 2.412306, 0.929996], [-0.080803, 0.228201, 0.726250], [1.413822, 1.301044, 2.452196], [0.838801, 1.412076, 1.031322], [-0.051619, -1.593578, -4.211929], [0.484641, 0.358094, -1.371577], [-1.773588, -0.956142, 1.399711], [-0.364351, 0.066572, -0.756867], [1.786756, 2.286015, 2.749480], [0.729079, 1.074958, 3.265041], [-0.355822, -2.001479, -0.423462], [-1.504154, -1.729391, -1.384993], [-1.195792, 0.673793, -1.119214], [0.530951, -0.671215, 0.945672], [0.077095, -1.754397, -1.909246], [0.164977, -2.042622, -5.035099], [-0.073376, -0.653072, -4.415764], [1.671842, 1.431537, 0.322669], [-2.064077, 0.744445, 1.276189], [-1.069591, 0.083713, 2.657933], [2.302805, 0.675716, 2.474959], [-1.319040, 0.017325, 1.608194]], "forces_ev_per_angstrom": [[0.0, -2.3, 1.8], [-0.7, -0.2, -0.1], [0.6, -1.7, 0.1], [0.7, 1.1, 0.0], [0.1, 0.1, 0.6], [0.0, 0.1, 0.5], [0.2, 0.3, 0.3], [0.1, -0.1, 0.2], [0.1, 0.7, -1.2], [0.1, 0.0, -0.2], [-0.2, -0.5, -0.3], [0.3, 0.6, 0.2], [-0.3, 0.8, -0.8], [-0.2, -0.3, 0.1], [0.3, 0.3, 0.1], [-0.3, 0.8, -0.7], [0.0, 0.0, 0.0], [0.0, -0.1, -0.3], [0.0, -0.3, 0.0], [-0.1, 0.2, 0.6], [-0.2, 0.1, 0.1], [-0.2, -0.4, 0.1], [-0.2, 0.5, -1.3]], "lumo_energy_ev": -3.309, "charge": 1, "homo_ev": -14.9, "relative_energy_kcal_mol": 22.0, "homo_lumo_gap_ev": 11.63}

=====

(2)
{"formula": "O2", "method": "wB97M-V/def2-TZVPD", "species": ["O", "O"], "xyz": [[0.332472, 0.298986, -0.827375], [-0.332472, -0.298986, 0.827375]], "forces_ev_per_angstrom": [[-3.1, -2.8, 7.7], [3.1, 2.8, -7.7]], "lumo_energy_ev": -5.638, "homo_ev": -13.0, "relative_energy_kcal_mol": 135.4, "homo_lumo_gap_ev": 7.33}

=====

(3)
{"formula": "C14H12BrCl44O2PSb", "method": "wB97M-V/def2-TZVPD", "species": ["C", "Cl", "H", "Cl", "C", "Cl", "Cl", "C", "C", "Cl", "O", "Cl", "Cl", "Cl", "C", "H", "Cl", "P", "Cl", "Cl", "Cl", "Cl", "Cl", "Cl", "Cl", "Cl", "Cl", "O", "C", "Cl", "C", "Cl", "Cl", "Cl", "Cl", "C", "C", "Cl", "C", "Cl", "Cl", "Cl", "Sb", "H", "Cl", "C", "Cl", "H", "H", "Cl", "H", "Cl", "H", "Cl", "Cl", "Cl", "H", "Cl", "Cl", "Cl", "C", "Cl", "Cl", "Cl", "H", "H", "Cl", "Cl", "Cl", "C", "H", "Cl", "C", "H", "Br"], "xyz": [[-5.474960, 0.954187, 2.784462], [-1.588275, -2.394879, 1.041186], [-2.532190, 2.389412, 6.313407], [-8.464987, -3.342615, 0.149592], [-9.839510, -4.439259, 0.114288], [-5.900991, -3.325496, -7.613302], [1.487625, 0.928838, 9.263413], [-4.749232, -2.001251, -7.810408], [-5.063680, -3.663308, -2.067753], [2.302919, 1.578278, 1.145869], [-2.408256, -0.805628, 4.112588], [-3.715457, -4.750402, -1.718358], [-5.390181, -0.826861, -8.964214], [4.189289, -0.260363, 2.318086], [-0.599419, -2.103761, -0.385089], [-6.049181, 1.060656, 1.841095], [-4.700522, -2.733123, -3.529022], [-1.914399, 0.788789, 3.872179], [4.515165, -3.063809, -13.241474], [-6.528686, -4.612353, -2.337245], [-9.580716, -5.752624, 1.268921], [5.858627, 0.527858, -9.323840], [2.800893, -0.450787, -4.040929], [11.845533, 3.237980, 3.013668], [0.476007, -0.733417, -0.087284], [-10.020275, -5.120873, -1.511887], [4.014344, 2.164937, -3.973819], [-1.880457, 1.086782, 2.214500], [6.159069, -2.713900, -12.697752], [4.363755, 2.556544, 2.913708], [3.254172, 1.220806, 2.595401], [-1.049071, -0.186224, 10.075766], [6.097543, -1.702176, -11.249090], [-4.491722, -1.215041, -6.251683], [-11.314011, -3.564206, 0.542914], [7.835783, 2.205993, 5.516060], [-6.443297, 0.327059, 3.822282], [11.695829, 5.951429, 2.049092], [3.947094, 0.585269, -3.181686], [-5.299439, -2.557806, -0.705699], [6.990852, -4.228190, -12.326431], [9.737164, 4.012570, 1.200547], [-3.614921, 2.380019, 4.945091], [-6.001256, -0.568513, 4.282272], [6.856239, 0.813817, -6.632157], [11.431880, 4.254923, 1.630262], [4.420700, -0.656917, -7.120459], [-4.657150, 3.540177, 5.779888], [-6.730049, 1.037260, 4.607958], [9.187642, 1.317604, 6.235621], [-1.091336, 0.577221, 1.863555], [5.550346, -0.161376, -3.213705], [-2.720255, 3.717023, 4.192829], [0.369615, -3.542790, -0.739568], [7.032573, -1.861060, -13.976228], [8.464106, 3.572487, 4.588043], [-4.584371, 2.893596, 2.323654], [-0.849455, 2.615465, 9.417758], [6.772893, 2.799164, 6.794842], [-3.214423, -2.638969, -8.409536], [-4.996989, 2.361831, 3.203434], [6.927342, 1.146000, 4.441425], [3.421585, 0.781297, -1.508137], [-1.641410, -1.736247, -1.761966], [-4.518770, 0.989850, 5.598690], [-4.627302, 0.277279, 2.576547], [-0.645127, 0.636788, 7.335028], [4.463561, 2.206080, -7.433612], [2.171577, 1.000588, 3.958410], [-0.268799, 0.996595, 9.010216], [-3.318818, -0.965035, 3.744080], [12.455213, 3.822501, 0.255342], [5.398764, 0.722792, -7.623167], [-5.897177, 2.937328, 3.501110], [-8.119199, -0.295792, 2.980411]], "forces_ev_per_angstrom": [[-0.7, 0.5, -0.2], [0.0, 0.0, 0.0], [0.1, -0.1, 0.0], [-0.2, 0.0, 0.1], [0.1, 0.1, 0.1], [0.0, 0.0, 0.0], [0.0, 0.0, 0.0], [0.0, 0.0, 0.0], [0.0, 0.1, 0.1], [-0.1, 0.3, 0.3], [-1.4, 0.1, -1.2], [0.0, 0.0, 0.0], [0.0, 0.0, 0.0], [0.0, 0.0, 0.0], [-0.1, 0.0, 0.1], [0.4, -0.2, 0.3], [0.0, -0.1, 0.1], [1.5, -0.3, 0.5], [0.0, 0.0, 0.0], [0.1, 0.0, -0.1], [0.0, 0.0, 0.0], [0.0, 0.3, 0.2], [-0.1, 0.0, 0.1], [0.0, 0.0, 0.0], [0.0, -0.1, 0.0], [0.0, 0.0, 0.0], [0.0, 0.0, 0.1], [0.9, -1.4, -0.4], [0.0, 0.0, 0.0], [-0.1, 0.1, -0.2], [-0.1, -0.1, 0.2], [0.0, 0.0, 0.0], [0.0, -0.3, -0.3], [0.0, 0.2, -0.2], [0.0, 0.0, 0.0], [-0.1, 0.0, 0.0], [0.8, -0.1, 0.1], [0.0, 0.0, 0.0], [-0.1, 0.0, 0.1], [0.1, -0.1, -0.1], [0.0, 0.0, 0.0], [0.0, 0.0, 0.0], [-1.0, 1.1, -0.1], [-0.4, 0.4, -0.1], [0.0, 0.0, 0.0], [0.0, 0.0, 0.0], [0.1, 0.0, -0.1], [-0.1, -0.1, 0.0], [0.0, -0.3, -0.4], [0.0, 0.0, 0.0], [-1.3, 1.0, 0.5], [0.0, 0.0, 0.0], [0.2, 0.0, -0.1], [0.0, 0.0, 0.0], [0.0, 0.0, 0.0], [0.0, 0.0, 0.0], [0.1, -0.3, 0.5], [0.0, 0.0, 0.0], [0.0, 0.0, 0.0], [0.0, 0.0, 0.0], [-0.6, -0.1, -0.4], [0.2, -0.1, 0.1], [0.2, 0.0, -0.3], [0.0, 0.0, -0.1], [0.0, -0.2, 0.1], [-0.3, 0.2, 0.1], [0.2, -0.1, 0.1], [0.0, 0.0, -0.1], [0.0, 0.0, -0.1], [-0.1, 0.0, -0.2], [1.0, 0.2, 0.7], [0.0, 0.0, 0.0], [0.0, 0.0, 0.0], [0.3, -0.1, 0.0], [0.1, 0.0, 0.1]], "lumo_energy_ev": 1.013, "charge": -1, "homo_ev": -3.6, "homo_lumo_gap_ev": 4.61}

=====

(4)
{"formula": "C4H10N4", "method": "wB97M-V/def2-TZVPD", "species": ["H", "N", "C", "N", "C", "C", "H", "C", "N", "H", "H", "H", "H", "H", "H", "H", "N", "H"], "xyz": [[0.668658, 2.500316, -0.446088], [-0.818067, -0.192698, 0.362186], [2.562182, 0.518747, -0.472315], [-3.235884, -0.755788, 0.120381], [-0.474670, -1.607958, 0.270930], [0.039358, 0.806049, 0.061289], [1.549733, -0.309218, 1.099192], [-2.304773, 0.116515, 0.138304], [-0.200810, 1.967205, -0.417673], [-4.162254, -0.311879, 0.114160], [-0.150469, -1.962980, 1.253159], [-1.324633, -2.221371, -0.046599], [2.658743, 1.504663, -0.936178], [2.432515, -0.231425, -1.262110], [3.506448, 0.295481, 0.038665], [-2.526566, 1.196880, 0.115758], [1.465291, 0.480939, 0.470992], [0.315198, -1.793479, -0.464052]], "forces_ev_per_angstrom": [[-0.3, -0.1, 0.2], [-5.1, -0.3, -1.1], [-0.2, -0.1, -0.4], [1.4, 0.4, 0.2], [0.5, -0.3, 0.1], [4.6, 0.9, 0.3], [-0.3, 0.1, -0.2], [0.9, 0.0, 1.0], [-0.5, -0.9, -0.1], [0.6, -0.1, -0.2], [0.0, -0.1, -0.1], [-0.1, 0.5, 0.2], [0.0, -0.1, 0.1], [0.2, 0.1, -0.2], [-0.3, 0.1, 0.0], [0.7, -0.4, 0.0], [-2.1, 0.1, 0.3], [0.0, 0.2, 0.2]], "lumo_energy_ev": 0.892, "homo_ev": -8.9, "relative_energy_kcal_mol": 32.8, "smiles": "[H]/N=C/N(C)/C(=N/[H])NC", "homo_lumo_gap_ev": 9.75}

=====

(5)
{"formula": "C4H6N2O", "method": "wB97M-V/def2-TZVPD", "species": ["H", "C", "C", "N", "O", "H", "H", "H", "H", "H", "C", "C", "N"], "xyz": [[2.030358, -0.441139, -2.381792], [-1.132349, -0.059724, -0.052970], [2.045333, -0.636902, -1.319844], [-0.345538, 0.579329, 0.770405], [3.295345, -0.230339, -0.629802], [3.619551, -1.047902, -0.253236], [-0.639850, 1.083844, 1.602832], [-2.729186, 0.545721, 1.385000], [-2.900575, -1.038310, 0.590779], [-3.181160, 0.414802, -0.333354], [-2.546024, -0.012679, 0.448254], [1.465615, 0.096072, -0.385055], [1.018474, 0.747231, 0.558780]], "forces_ev_per_angstrom": [[-0.2, -0.2, 0.0], [0.0, 0.4, 0.5], [0.3, 1.2, 0.2], [-0.4, -0.4, 0.3], [1.2, -0.8, -0.3], [0.5, -0.3, 0.3], [-0.1, 0.0, 0.1], [0.2, -0.1, -0.1], [0.0, 0.1, 0.0], [0.1, -0.1, 0.0], [-0.2, -0.1, 0.0], [-1.5, 0.1, -0.2], [0.0, 0.2, -0.8]], "lumo_energy_ev": 0.398, "homo_ev": -8.3, "relative_energy_kcal_mol": 173.9, "homo_lumo_gap_ev": 8.71}